Entry 1:
DFT (ωB97M-V/def2-TZVPD) results for C4H7NO2 in the gas phase.

Properties
Energy relative to the best compared isomer or geometry (same formula, charge and spin), kJ/mol: 132.00
Net charge: 0
HOMO-LUMO gap, eV: 10.72
HOMO energy, eV: -9.93
Structure (SMILES): NC(=O)C[C@H]1CO1

Cartesian coordinates (Å):
1 N -1.316 -1.343 1.176
2 C -1.339 -0.235 0.386
3 O -2.041 0.730 0.633
4 C -0.392 -0.242 -0.800
5 C 0.559 0.927 -0.681
6 C 1.819 0.794 0.047
7 O 1.786 0.814 -1.377
8 H -1.934 -1.377 1.971
9 H -0.769 -2.155 0.949
10 H -0.988 -0.148 -1.714
11 H 0.185 -1.168 -0.873
12 H 0.087 1.906 -0.731
13 H 2.077 -0.168 0.495
14 H 2.267 1.666 0.520

These are the natural (NBO) partial charges, in e, on atoms 1 to 5: N -0.821; C 0.675; O -0.615; C -0.523; C 0.066

Entry 2:
DFT (ωB97M-V/def2-TZVPD) results for a molecular structure, C46H52N5NdO2Se.

Properties
Net charge: 0
Expectation value of S²: 3.753
2S+1: 4
HOMO-LUMO gap (spin up / spin down), eV: 5.07 / 5.07
HOMO energy (spin up / spin down), eV: -6.54 / -6.55

Cartesian coordinates (Å):
1 Nd 0.737 -2.277 -0.399
2 C -0.718 -6.294 1.668
3 C -2.012 -6.264 1.252
4 C -2.361 -5.375 0.211
5 C -1.315 -4.670 -0.439
6 N 0.009 -4.676 0.047
7 C 0.249 -5.531 1.041
8 N -1.688 -3.673 -1.394
9 C -1.076 -3.584 -2.584
10 N 0.109 -2.925 -2.669
11 C 0.742 -3.299 -3.824
12 N 2.016 -3.177 -4.202
13 C 2.961 -2.627 -3.347
14 C 4.134 -2.084 -3.993
15 C 5.207 -1.693 -3.254
16 C 5.159 -1.803 -1.841
17 C 4.111 -2.523 -1.293
18 N 2.924 -2.744 -1.921
19 C -0.199 -4.097 -4.609
20 C -0.003 -4.888 -5.716
21 C -1.031 -5.768 -6.071
22 C -2.162 -5.956 -5.298
23 C -2.293 -5.230 -4.105
24 C -1.342 -4.285 -3.818
25 H -0.495 -6.859 2.523
26 H -2.831 -6.840 1.765
27 H -3.366 -5.167 -0.003
28 H 1.287 -5.733 1.279
29 H 4.169 -2.150 -5.057
30 H 6.137 -1.389 -3.714
31 H 5.957 -1.389 -1.258
32 H 4.200 -2.848 -0.254
33 H 0.899 -4.833 -6.312
34 H -0.921 -6.181 -7.048
35 H -2.900 -6.641 -5.573
36 H -3.113 -5.442 -3.442
37 C 4.475 4.025 2.035
38 C 3.257 4.572 1.300
39 C 3.729 5.574 0.211
40 C 2.359 5.283 2.333
41 C 2.575 3.406 0.625
42 C 2.302 2.285 1.359
43 C 1.756 1.134 0.799
44 Se 1.589 -0.411 2.022
45 C -0.218 0.105 2.461
46 C -0.470 0.985 3.511
47 C -1.758 1.553 3.797
48 C -2.757 1.218 2.808
49 C -2.636 0.178 1.874
50 C -1.291 -0.420 1.698
51 O -1.012 -1.407 0.926
52 C -3.914 -0.343 1.247
53 C -4.273 -1.679 1.928
54 C -3.610 -0.833 -0.275
55 C -5.025 0.722 1.255
56 C -2.051 2.524 4.964
57 C -2.993 3.642 4.510
58 C -0.702 3.195 5.369
59 C -2.658 1.817 6.158
60 C 1.253 1.098 -0.535
61 O 0.737 -0.040 -1.000
62 C 1.535 2.298 -1.364
63 C 2.312 3.273 -0.786
64 C 1.042 2.417 -2.825
65 C 1.908 1.524 -3.772
66 C 1.108 3.916 -3.395
67 C -0.404 1.918 -2.965
68 H 5.141 4.863 2.416
69 H 5.102 3.374 1.382
70 H 4.197 3.406 2.928
71 H 4.251 6.361 0.754
72 H 2.884 5.964 -0.364
73 H 4.524 5.128 -0.506
74 H 2.870 6.140 2.703
75 H 2.160 4.531 3.098
76 H 1.368 5.608 1.936
77 H 2.470 2.303 2.436
78 H 0.384 1.275 4.114
79 H -3.644 1.858 2.637
80 H -3.694 -2.492 1.515
81 H -5.334 -1.859 1.779
82 H -4.193 -1.617 3.015
83 H -2.820 -1.559 -0.314
84 H -3.314 0.029 -0.928
85 H -4.491 -1.303 -0.711
86 H -5.298 0.810 2.308
87 H -5.849 0.368 0.679
88 H -4.846 1.688 0.764
89 H -2.788 4.006 3.506
90 H -2.994 4.537 5.141
91 H -4.059 3.247 4.511
92 H -0.126 3.543 4.556
93 H -0.105 2.473 5.959
94 H -0.814 4.077 6.030
95 H -3.461 1.126 5.792
96 H -3.039 2.519 6.893
97 H -2.027 1.123 6.681
98 H 2.763 4.074 -1.465
99 H 2.976 1.779 -3.691
100 H 1.679 1.603 -4.821
101 H 1.885 0.451 -3.568
102 H 2.122 4.196 -3.722
103 H 0.612 4.550 -2.656
104 H 0.457 3.841 -4.290
105 H -0.489 0.825 -2.803
106 H -0.743 2.077 -3.985
107 H -1.064 2.465 -2.331

These are the Löwdin partial charges, in e, on atoms 1 to 5: Nd 1.813; C -0.092; C -0.055; C 0.006; C -0.292

Entry 3:
DFT (ωB97M-V/def2-TZVPD) results for 19 unconnected molecules or ions with the total composition H37O19.

Properties
Energy relative to the best compared isomer or geometry (same formula, charge and spin), kJ/mol: 329.50
Net charge: -1
HOMO-LUMO gap, eV: 9.33
HOMO energy, eV: -7.15

Cartesian coordinates (Å):
1 O 0.914 1.571 -3.870
2 H -1.236 -1.578 -0.858
3 H -1.696 1.005 4.619
4 O 1.115 -1.372 -2.588
5 H -0.468 3.469 -2.175
6 H 1.313 -0.578 -3.074
7 O -2.415 0.376 4.499
8 H -1.685 -4.541 0.646
9 H -1.894 3.122 0.419
10 O -1.843 1.372 -4.283
11 H -2.496 1.695 -3.644
12 H -1.698 0.505 -3.831
13 O 0.732 0.825 -1.020
14 H 0.473 -0.108 -0.988
15 H -3.579 2.150 0.036
16 O 0.140 -1.923 -0.291
17 H 2.090 -3.636 -2.535
18 H 1.045 0.958 -1.915
19 O -2.322 2.757 1.207
20 H -4.148 2.372 -1.380
21 H -1.982 1.840 1.097
22 O -4.313 2.579 -0.462
23 H 1.981 2.529 2.480
24 O 3.308 2.177 -1.459
25 H 0.788 -4.302 -2.142
26 H 3.687 1.969 -2.306
27 O -0.840 -4.770 0.262
28 H -0.420 2.050 -1.222
29 H -0.209 -4.162 0.641
30 O -0.674 -1.600 2.167
31 H -1.565 -1.441 1.843
32 H 2.288 -2.818 1.339
33 O -0.704 2.549 -2.078
34 H 0.675 -2.726 -0.297
35 H -3.382 -0.310 2.440
36 O 1.765 -4.476 -2.195
37 H -2.920 -0.553 1.034
38 H -0.306 -1.784 1.256
39 O 2.080 2.953 3.391
40 H -1.958 -0.421 4.180
41 H 4.881 -0.149 -0.251
42 O 1.072 0.405 3.256
43 H 3.904 2.163 -0.713
44 H 1.023 0.864 4.091
45 O -3.718 -0.658 1.596
46 H 1.858 -2.281 2.674
47 H 1.281 2.313 -3.352
48 O 2.617 -2.697 2.257
49 H 1.154 3.283 3.329
50 H 0.243 -0.024 2.991
51 O -1.896 -0.792 -0.681
52 H -2.771 -1.141 -0.868
53 H 0.564 -1.346 -1.801
54 O 5.010 0.580 0.359
55 H 0.007 1.776 -3.542
56 H 4.750 0.266 1.238

These are the natural (NBO) partial charges, in e, on atoms 1 to 5: O -0.988; H 0.525; H 0.471; O -1.022; H 0.475

Number 1: calculated total energy -9845.9116 eV. Number 2: calculated total energy -140714.9535 eV. Number 3: calculated total energy -39504.8663 eV.